No. 1
14
Properties=species:S:1:pos:R:3:mulliken_charge:R:1 method="wB97M-V/def2-TZVPD" charge=0 homo_energy_ev=-8.9 lumo_energy_ev=0.40 gap_ev=9.28
C -0.06876 0.91123 -1.35884 -0.687
C 0.91384 0.36607 -0.56741 0.539
C 2.12793 -0.03054 -0.31259 -0.757
O 0.07165 -0.25595 1.18875 -0.832
H -0.01233 0.61373 1.60209 0.293
H -1.24025 0.39647 -0.85654 0.366
H -0.21067 1.98860 -1.29269 0.271
H -0.13186 0.49977 -2.36454 0.353
H 2.90880 0.24159 -1.01629 0.262
H 2.38229 -0.60966 0.56250 0.282
O -1.86114 -1.57281 1.72095 -0.437
C -1.69968 -0.73252 0.73663 0.660
N -2.17771 -0.23135 -0.22954 -0.679
H -1.00211 -1.58462 2.18752 0.368

=====

No. 2
133
Properties=species:S:1:pos:R:3:mulliken_charge:R:1 method="wB97M-V/def2-TZVPD" charge=-1 homo_energy_ev=-3.7 lumo_energy_ev=0.14 gap_ev=3.88
O -2.47011 -4.30502 -3.30879 -0.712
C -2.62451 -4.26884 -4.55264 0.465
O -1.79840 -4.83491 -5.37614 -0.768
P -4.17647 -3.37877 -5.23909 0.326
C -3.54269 -1.68504 -4.71009 -0.348
C -2.07410 -1.37696 -5.10654 0.262
C -1.66902 -1.34439 -6.50112 -0.199
C -0.28412 -1.01288 -6.80445 -0.810
C 0.62990 -0.71550 -5.71086 -0.095
C 0.25894 -0.75072 -4.30934 -0.992
C -1.16251 -1.09413 -4.00510 -0.438
C -5.80596 -2.59765 -5.93308 0.025
O -6.10682 -2.78689 -7.08533 -0.560
C -6.84623 -1.72266 -5.05436 1.082
F -8.10620 -2.23858 -5.38808 -0.342
F -6.69844 -1.93842 -3.70379 -0.295
C -6.87502 -0.19302 -5.46603 0.484
F -6.10824 0.04841 -6.58764 -0.291
F -8.16891 0.12612 -5.85734 -0.343
C -6.51693 0.82687 -4.31576 0.958
F -5.39526 0.51624 -3.59580 -0.159
F -7.61159 1.08597 -3.51625 -0.262
C -6.19808 2.22527 -5.02586 0.130
O -7.01087 3.07268 -5.19281 -0.485
O -4.90542 2.41117 -5.50057 -0.459
H -3.89679 -3.85345 -6.56866 0.024
H -4.98050 -4.21497 -4.39022 -0.055
H -3.67196 -1.59575 -3.59727 0.362
H -4.18781 -0.92263 -5.23762 0.050
H -2.41972 -1.56630 -7.28926 0.343
H 0.02460 -0.96536 -7.87550 0.314
H 1.67552 -0.44245 -5.97741 0.481
H 0.96834 -0.50548 -3.48769 0.386
H -1.53594 -1.14088 -2.95496 0.601
H -4.25567 2.22161 -4.79580 0.323
C 0.80293 2.65124 1.04308 -0.869
C -0.47204 2.12798 1.22172 0.217
C -1.23302 1.76487 0.11924 -0.284
C -0.70545 1.92576 -1.15435 -0.060
C 0.56401 2.45465 -1.34320 -0.405
C 1.31896 2.81877 -0.23714 -0.598
N -1.49673 1.51802 -2.31878 1.236
O -2.61741 1.07189 -2.11811 -0.558
O -0.99335 1.64025 -3.41792 -0.596
H 1.39831 2.92901 1.90626 0.512
H -0.87186 1.99922 2.22272 0.124
H -2.22482 1.35778 0.26784 0.539
H 0.97514 2.58499 -2.33618 0.474
H 2.31239 3.22967 -0.37189 0.404
C -9.90167 4.28578 -1.22773 -0.596
C -9.70797 5.21678 -0.21410 -0.351
C -8.42202 5.57417 0.16402 -0.485
C -7.33849 4.99595 -0.48304 -0.229
C -7.52187 4.05992 -1.49108 -0.274
C -8.81096 3.70503 -1.86226 -0.123
N -5.97743 5.39087 -0.10242 1.071
O -5.85377 6.20195 0.79997 -0.619
O -5.05090 4.89016 -0.71103 -0.602
H -10.90779 4.01235 -1.52515 0.385
H -10.56125 5.66641 0.27943 0.362
H -8.28077 6.29998 0.95415 0.437
H -6.67860 3.60440 -1.99365 0.567
H -8.96586 2.97818 -2.64960 0.439
C -4.10290 -0.89634 6.93658 -0.417
C -2.75478 -0.58045 7.05483 -0.538
C -2.14424 0.22407 6.10388 -0.111
C -2.89489 0.70801 5.04298 -0.164
C -4.24058 0.39287 4.91031 -0.304
C -4.84412 -0.41385 5.86349 -0.536
N -2.25478 1.57594 4.05113 1.077
O -1.06220 1.81608 4.19151 -0.686
O -2.94382 2.01055 3.14786 -0.598
H -4.57906 -1.52076 7.68436 0.374
H -2.17993 -0.95923 7.89152 0.385
H -1.09045 0.46661 6.20280 0.661
H -4.82563 0.76616 4.07955 0.459
H -5.89387 -0.66491 5.77316 0.374
C 4.44950 -0.67835 5.46619 -0.866
C 4.57358 -0.71738 6.85273 -0.688
C 3.53109 -0.27672 7.65723 -0.387
C 2.36851 0.19589 7.06297 -0.122
C 2.23727 0.24581 5.68066 -0.092
C 3.28366 -0.19293 4.88300 -0.722
N 1.25453 0.63958 7.90411 1.036
O 1.39961 0.60588 9.11205 -0.614
O 0.23928 1.01473 7.33893 -0.671
H 5.26731 -1.03013 4.83377 0.978
H 5.48273 -1.09420 7.30415 0.497
H 3.63694 -0.31076 8.73392 0.468
H 1.33274 0.61932 5.21539 0.590
H 3.19133 -0.16063 3.80420 0.536
C 5.94524 -3.44397 -8.89476 -0.385
C 4.79411 -3.63835 -8.14153 -0.527
C 4.37160 -2.65931 -7.25346 -0.291
C 5.10842 -1.48901 -7.13277 0.121
C 6.26357 -1.28831 -7.87520 -0.429
C 6.68157 -2.27270 -8.75905 -0.389
N 4.64881 -0.44359 -6.21322 1.021
O 3.64203 -0.66873 -5.56829 -0.631
O 5.29658 0.58752 -6.15208 -0.616
H 6.26990 -4.20832 -9.59191 0.367
H 4.22355 -4.55269 -8.24886 0.389
H 3.47265 -2.81956 -6.67052 0.540
H 6.84121 -0.37822 -7.77836 0.429
H 7.58012 -2.12628 -9.34620 0.360
C 8.81340 3.67083 6.24232 -0.371
C 7.55270 3.13468 6.47378 -0.519
C 6.73132 2.80484 5.40520 -0.127
C 7.18568 3.01261 4.11027 -0.101
C 8.44000 3.55422 3.86875 -0.384
C 9.25510 3.88440 4.94219 -0.421
N 6.32881 2.64123 2.97903 1.024
O 5.22827 2.18666 3.23238 -0.574
O 6.76848 2.80460 1.85579 -0.608
H 9.45529 3.92252 7.07907 0.372
H 7.21118 2.97087 7.48864 0.383
H 5.75042 2.38731 5.59521 0.518
H 8.79358 3.72108 2.85956 0.440
H 10.23748 4.30523 4.76588 0.368
C 4.28012 -7.05795 4.39392 -0.378
C 4.36003 -6.09660 3.39403 -0.574
C 4.95667 -4.87170 3.65483 -0.290
C 5.47322 -4.62351 4.91957 0.235
C 5.39159 -5.57471 5.92719 -0.319
C 4.79117 -6.79620 5.65977 -0.483
N 6.12536 -3.34056 5.19083 1.096
O 6.16174 -2.52095 4.28827 -0.669
O 6.59669 -3.16345 6.30021 -0.627
H 3.81816 -8.01622 4.18562 0.381
H 3.95918 -6.30379 2.40948 0.386
H 5.01411 -4.12906 2.86960 0.447
H 5.78929 -5.38104 6.91492 0.430
H 4.72405 -7.54738 6.43715 0.368

=====

No. 3
68
Properties=species:S:1:pos:R:3:mulliken_charge:R:1 method="wB97M-V/def2-TZVPD" charge=+1 homo_energy_ev=-10.5 lumo_energy_ev=-5.02 gap_ev=5.49
Ti 0.82021 -0.47119 -0.34500 -1.027
C -2.29577 1.09661 2.42220 -0.449
C -2.91787 1.15309 1.18231 -0.502
C -2.53992 2.11964 0.26042 -0.453
C -1.54219 3.03285 0.58106 -0.418
C -0.91994 2.97426 1.82122 -0.545
C -1.29411 2.00375 2.74121 -0.499
H -2.60661 0.35434 3.14685 0.479
H -3.70290 0.44939 0.93849 0.410
H -3.04241 2.18665 -0.69669 0.475
H -1.27870 3.81035 -0.12651 0.577
H -0.16067 3.70317 2.08099 0.512
H -0.82906 1.97635 3.71917 0.446
O 0.03926 4.88367 -4.67771 -0.701
C -0.47062 3.77909 -4.89880 0.365
O -1.18664 3.32440 -5.79667 -0.697
C -0.13768 2.73146 -3.79841 -0.451
C -0.62276 1.43090 -3.89522 -0.984
C -0.31424 0.53142 -2.89934 0.883
N 0.39481 0.91330 -1.81714 0.718
C 0.89005 2.16361 -1.72843 0.471
C 0.64633 3.09692 -2.70895 -0.758
C 1.66698 2.39655 -0.50094 0.199
C 2.39457 3.55065 -0.26699 -0.566
C 3.05266 3.68170 0.94520 -0.852
C 2.97829 2.65814 1.87975 -1.051
C 2.26815 1.51723 1.56233 -0.311
N 1.63516 1.38552 0.38977 1.418
C -0.61353 -0.90998 -2.92926 0.701
C -1.52359 -1.49333 -3.79455 -0.829
C -1.66713 -2.87116 -3.76560 -0.487
C -0.90674 -3.62332 -2.88018 -1.099
C -0.04630 -2.96759 -2.02128 0.106
N 0.08826 -1.63860 -2.04423 0.378
H -1.19440 1.19168 -4.78418 0.581
H 1.00624 4.11920 -2.70295 0.673
H 2.43206 4.33244 -1.01096 0.572
H 3.61778 4.57858 1.16066 0.483
H 3.46872 2.72666 2.83967 0.564
H 2.19538 0.68138 2.24311 0.742
H -2.09810 -0.88218 -4.47503 0.461
H -2.36675 -3.35722 -4.43181 0.476
H -0.98162 -4.69995 -2.84201 0.452
H 0.56197 -3.50916 -1.30491 0.468
C 7.77979 -0.34257 3.41025 -1.493
C 6.51621 -0.72217 2.69824 0.930
C 5.42219 -1.22043 3.40183 -1.019
C 4.26614 -1.60610 2.74608 -0.384
C 4.20861 -1.47990 1.36774 0.486
C 5.27989 -0.98042 0.63310 -0.480
C 6.42538 -0.60285 1.30925 -0.907
S 2.79022 -2.04591 0.51857 1.331
O 2.84755 -3.44342 0.23547 -0.658
O 2.67296 -1.14335 -0.69984 -0.291
N 1.47810 -1.56056 1.26457 -0.144
C 0.48086 -2.46510 1.81861 -0.584
C -0.87048 -2.06843 1.23975 0.368
O -1.90729 -2.60798 1.43461 -0.548
O -0.74780 -0.98843 0.40526 -0.226
H 7.61122 -0.19061 4.47439 0.376
H 8.20762 0.56729 2.99086 0.388
H 8.52294 -1.13440 3.29856 0.315
H 5.48003 -1.31117 4.47882 0.388
H 3.42291 -1.99191 3.30626 0.420
H 5.21384 -0.88245 -0.44188 0.536
H 7.26680 -0.21021 0.75303 0.427
H 0.41795 -2.39344 2.90585 0.399
H 0.69003 -3.50654 1.56232 0.438